No. 1
Molecular formula: C5H8O
Method: DFT, ωB97M-V/def2-TZVPD

Calculated values
Kohn-Sham gap: 8.498 eV
Total charge: 0
ΔE to the lowest compared entry with this formula, charge and spin: 111.9 kcal per mole

XYZ file:
```
14
Properties=species:S:1:pos:R:3:lowdin_charge:R:1
C -1.34683 -0.12461 -0.08143 -0.3020
C -1.38192 1.38552 0.23580 -0.1063
C -0.24879 -0.75206 0.71121 0.0874
C 0.86745 -1.12155 -0.10699 -0.3348
C 2.09960 -0.46455 0.45550 -0.1184
O 1.94094 -1.83696 0.51986 -0.0254
H -1.30491 -0.29033 -1.17007 0.0985
H -2.28056 -0.57498 0.27908 0.1104
H -2.35131 1.81982 -0.01437 0.0686
H -0.62414 1.93692 -0.32966 0.0731
H -1.19907 1.55088 1.29923 0.0707
H 0.83805 -1.24578 -1.19496 0.1452
H 2.82167 -0.08536 -0.26357 0.1189
H 2.01636 0.06857 1.39745 0.1142
```

No. 2
Molecular formula: C5H8O
Method: DFT, ωB97M-V/def2-TZVPD

Calculated values
Kohn-Sham gap (alpha / beta): 6.233 / 7.773 eV
Total charge: 0
ΔE to the lowest compared entry with this formula, charge and spin: 160.0 kcal per mole

XYZ file:
```
14
Properties=species:S:1:pos:R:3:lowdin_charge:R:1
O 0.14655 -0.52605 -2.16253 -0.1012
C -0.96539 -0.46099 -1.49948 -0.3447
C -1.08463 0.24061 -0.35216 -0.1605
C 0.01774 1.13278 0.10065 -0.2587
C 0.91163 0.36481 0.98037 -0.1823
C 0.58957 -0.95793 1.18798 0.0181
H -1.84619 -1.04695 -1.82984 0.1171
H -2.06369 0.43458 0.04218 0.0991
H 0.56955 1.54389 -0.75783 0.1258
H -0.37338 1.96188 0.66581 0.1067
H 1.55569 -0.51308 -0.70235 0.3137
H 1.47433 0.94943 1.74731 0.1303
H 1.40113 -1.57482 1.45854 0.0438
H -0.33290 -1.54815 1.12136 0.0926
```

No. 3
Molecular formula: C5H8O
Method: DFT, ωB97M-V/def2-TZVPD

Calculated values
Kohn-Sham gap: 10.828 eV
Total charge: 0
ΔE to the lowest compared entry with this formula, charge and spin: 29.6 kcal per mole
SMILES: C[C@H]1C[C@H]1C=O

XYZ file:
```
14
Properties=species:S:1:pos:R:3:lowdin_charge:R:1
C 1.00126 0.49254 -1.17730 -0.0698
C 0.62716 -0.60038 -0.20031 -0.2990
C 0.47813 -0.31644 1.27112 -0.0762
C -0.73273 -0.62790 0.44990 -0.2307
C -1.71588 0.46493 0.15897 -0.2411
O -2.08088 1.29056 0.96641 0.0591
H 0.58019 1.45952 -0.87632 0.0814
H 2.08884 0.61335 -1.22984 0.0779
H 0.63702 0.26419 -2.18653 0.0788
H 1.03163 -1.57984 -0.45143 0.1315
H 0.57932 0.71538 1.59953 0.1131
H 0.82802 -1.05254 1.98844 0.1033
H -1.20041 -1.60576 0.56324 0.1431
H -2.12167 0.48240 -0.87587 0.1286
```

No. 4
Molecular formula: C5H8O
Method: DFT, ωB97M-V/def2-TZVPD

Calculated values
Kohn-Sham gap: 10.357 eV
Total charge: 0
ΔE to the lowest compared entry with this formula, charge and spin: 18.8 kcal per mole
SMILES: C=CCC(C)=O

XYZ file:
```
14
Properties=species:S:1:pos:R:3:lowdin_charge:R:1
C -1.92796 -0.23474 0.28909 -0.0191
C -0.79250 0.60932 0.82748 -0.4477
C 0.34675 0.93584 -0.13534 -0.1435
C 0.97052 -0.30070 -0.72986 -0.1941
C 2.13513 -0.80263 -0.33124 0.0098
O -0.77881 1.00998 1.97010 0.0788
H -2.72408 -0.29291 1.03328 0.0835
H -2.31868 0.18568 -0.64485 0.0874
H -1.56830 -1.24610 0.06616 0.0838
H 1.08531 1.51620 0.42458 0.1174
H -0.05667 1.57297 -0.93539 0.1234
H 0.40917 -0.80737 -1.51546 0.1007
H 2.72071 -0.32242 0.45023 0.0648
H 2.54667 -1.70779 -0.76906 0.0548
```

No. 5
Molecular formula: C5H8O
Method: DFT, ωB97M-V/def2-TZVPD

Calculated values
Kohn-Sham gap: 9.776 eV
Total charge: 0
ΔE to the lowest compared entry with this formula, charge and spin: 164.2 kcal per mole

XYZ file:
```
14
Properties=species:S:1:pos:R:3:lowdin_charge:R:1
C -0.03667 1.83056 1.34654 -0.0685
C -0.26462 0.66287 0.30886 -0.2436
C -1.47892 1.08936 -0.61960 0.0075
C 0.65211 -0.33787 0.22577 -0.0094
C 0.33234 -1.44317 -0.70290 -0.2708
H 1.15156 1.72541 1.95290 0.1451
H 0.09844 2.74942 1.09872 -0.0658
H -1.02621 1.74998 2.50677 0.1997
H -2.35712 0.52954 -0.03552 0.1611
H -1.12554 0.71047 -1.39987 -0.0247
H -1.52439 2.03248 -0.53355 -0.0067
H 1.25288 -0.56156 0.82266 -0.0086
H -0.38785 -1.01738 -1.35815 0.0953
O 1.08660 -2.34110 -0.80075 0.0895
```

No. 6
Molecular formula: C5H8O
Method: DFT, ωB97M-V/def2-TZVPD

Calculated values
Kohn-Sham gap: 11.166 eV
Total charge: 0
ΔE to the lowest compared entry with this formula, charge and spin: 73.8 kcal per mole
SMILES: C1OC[C@H]2C[C@@H]12

XYZ file:
```
14
Properties=species:S:1:pos:R:3:lowdin_charge:R:1
C -1.04720 0.51740 -1.07181 -0.0748
C -0.69009 0.60639 0.38293 -0.2154
C -0.34366 -0.64240 1.16785 -0.2037
O 0.22745 -1.51760 0.25564 -0.1344
C 1.16218 -0.66600 -0.31517 -0.2035
C 0.40305 0.58956 -0.69313 -0.2155
H -1.48018 -0.38040 -1.49901 0.1075
H -1.43907 1.44780 -1.48565 0.1072
H -0.96357 1.47944 0.96437 0.1328
H -1.10190 -1.16038 1.77393 0.1302
H 0.77616 -0.25052 1.73983 0.1533
H 1.77065 -1.20773 -1.05457 0.1302
H 1.72401 -0.26448 0.80645 0.1533
H 1.00218 1.44891 -0.97167 0.1328
```

No. 7
Molecular formula: C5H8O
Method: DFT, ωB97M-V/def2-TZVPD

Calculated values
Kohn-Sham gap: 8.955 eV
Total charge: 0
ΔE to the lowest compared entry with this formula, charge and spin: 93.8 kcal per mole

XYZ file:
```
14
Properties=species:S:1:pos:R:3:lowdin_charge:R:1
C -1.03382 1.68902 0.17817 -0.1076
C -0.65157 0.24338 -0.09223 -0.2684
C 0.49475 -0.30764 0.76160 -0.1194
C 1.24943 -1.28593 -0.08542 -0.5724
O 2.17356 -2.05735 0.19953 0.0678
C 1.11595 -1.44242 -1.47330 0.2487
H -0.16975 2.34660 0.04346 0.0777
H -1.81149 2.01581 -0.51816 0.0734
H -1.40729 1.83464 1.19531 0.0754
H -1.52243 -0.41366 -0.00170 0.1171
H 0.15140 -0.80525 1.67470 0.1313
H 1.18370 0.48316 1.08186 0.1312
H 0.44254 -2.25891 -1.76333 0.0535
H -0.33479 0.18097 -1.14736 0.0915
```

No. 8
Molecular formula: C5H8O
Method: DFT, ωB97M-V/def2-TZVPD

Calculated values
Kohn-Sham gap: 10.459 eV
Total charge: 0
ΔE to the lowest compared entry with this formula, charge and spin: 49.9 kcal per mole
SMILES: CCC#CCO

XYZ file:
```
14
Properties=species:S:1:pos:R:3:lowdin_charge:R:1
C 1.20776 0.84298 -1.97016 -0.1122
C -0.06529 0.04702 -1.68405 -0.2673
C -0.13509 -0.53712 -0.34427 -0.0382
C -0.37861 -0.92412 0.77060 -0.0051
C -0.93156 -1.17439 2.10475 -0.2815
O -0.17052 -0.61804 3.15777 -0.0626
H 2.10065 0.22089 -1.86453 0.0749
H 1.17463 1.23364 -2.99158 0.0701
H 1.29646 1.68912 -1.28163 0.0749
H -0.93221 0.71436 -1.75919 0.1139
H -0.21091 -0.73724 -2.43483 0.1114
H -1.03269 -2.24424 2.30400 0.1172
H -1.94685 -0.75032 2.07971 0.1197
H 0.27753 0.16121 2.80736 0.0846
```

No. 9
Molecular formula: C5H8O
Method: DFT, ωB97M-V/def2-TZVPD

Calculated values
Kohn-Sham gap: 10.282 eV
Total charge: 0
ΔE to the lowest compared entry with this formula, charge and spin: 45.2 kcal per mole
SMILES: C=C[C@@H]1C[C@@H]1O

XYZ file:
```
14
Properties=species:S:1:pos:R:3:lowdin_charge:R:1
O 1.44135 -1.33136 1.14628 -0.0041
C 1.23904 -0.89964 -0.16257 -0.3364
C -0.08133 -1.02959 -0.85305 -0.0716
C -1.61210 1.16190 0.49610 0.0134
C -0.28493 1.21987 0.39588 -0.1540
C 0.48014 0.34613 -0.54579 -0.2422
H 0.89927 -0.79345 1.73593 0.0900
H 2.12042 -1.10459 -0.76416 0.1422
H -0.15811 -1.38808 -1.87523 0.1024
H -0.89809 -1.33591 -0.20091 0.1053
H -2.17299 0.44783 -0.10455 0.0601
H -2.18779 1.82341 1.13779 0.0561
H 0.26495 1.98085 0.95247 0.1023
H 0.95016 0.90262 -1.35822 0.1365
```

No. 10
Molecular formula: C5H8O
Method: DFT, ωB97M-V/def2-TZVPD

Calculated values
Kohn-Sham gap: 9.698 eV
Total charge: 0
ΔE to the lowest compared entry with this formula, charge and spin: 85.2 kcal per mole
SMILES: C1=COC=CC1.[H][H]

XYZ file:
```
14
Properties=species:S:1:pos:R:3:lowdin_charge:R:1
C 0.21126 0.42679 -1.43081 -0.1926
C -0.96228 -0.21088 -0.77129 -0.0943
C -0.63268 -1.20622 0.07546 -0.2074
O 0.65134 -1.22809 0.56930 -0.0716
C 1.16569 0.04008 0.71065 -0.2074
C 0.75974 0.98287 -0.16249 -0.0946
H 0.88911 -0.33761 -1.84849 0.1240
H -0.01426 1.15126 -2.21306 0.1137
H -1.95288 0.20985 -0.88242 0.1126
H -1.23602 -2.04954 0.37982 0.1224
H -1.03454 -0.18413 1.95612 0.0799
H 1.90965 0.12915 1.48938 0.1225
H -0.44852 0.23176 2.16478 0.0804
H 0.68974 2.04140 0.05032 0.1125
```

No. 11
Molecular formula: C5H8O2
Method: DFT, ωB97M-V/def2-TZVPD

Calculated values
Kohn-Sham gap (alpha / beta): 3.058 / 6.550 eV
Total charge: -1
ΔE to the lowest compared entry with this formula, charge and spin: 23.2 kcal per mole
2S+1: 2

XYZ file:
```
15
Properties=species:S:1:pos:R:3:lowdin_charge:R:1
O 1.89224 -3.01475 0.36622 -0.2609
C 1.64944 -1.76887 0.55441 -0.4936
C 0.72407 -0.98705 -0.35615 -0.2783
C 0.35315 0.37661 0.20085 -0.2310
C -1.18778 0.71647 0.28726 -0.1511
C -1.53337 1.89172 -0.62585 -0.2673
O -1.71455 1.66363 -1.80871 0.0022
H 2.05899 -1.32096 1.45297 0.0277
H 0.95807 -0.98433 -1.43641 0.0953
H -0.17989 -1.64220 -0.28461 0.0885
H 0.59538 0.38334 1.26525 0.0767
H 0.99018 1.14980 -0.24641 0.1010
H -1.64587 -0.08664 -0.29619 0.0949
H -1.52117 0.67405 1.31750 0.0954
H -1.43891 2.94919 -0.39013 0.1005
```

No. 12
Molecular formula: C5H8O2
Method: DFT, ωB97M-V/def2-TZVPD

Calculated values
Kohn-Sham gap: 9.110 eV
Total charge: 0
ΔE to the lowest compared entry with this formula, charge and spin: 171.0 kcal per mole

XYZ file:
```
15
Properties=species:S:1:pos:R:3:lowdin_charge:R:1
O 2.50996 -1.08110 0.02117 -0.0497
C 1.51776 -0.94919 0.88530 -0.0332
C 0.31055 0.98225 -0.27781 -0.0253
C -1.16689 0.98760 -0.57438 -0.3135
C -1.52594 0.02292 0.56952 -0.0631
C -0.47919 -0.65626 -0.29838 -0.2595
O -1.07424 -0.14179 -1.49157 -0.0767
H 2.38172 -1.91433 -0.45882 0.1029
H 1.72969 0.01521 1.38755 0.0211
H 0.63763 1.59658 0.58668 0.1007
H 0.97059 1.16379 -1.13542 0.1064
H -1.75578 1.82860 -0.93022 0.1404
H -1.24021 0.27852 1.59269 0.1129
H -2.53000 -0.40205 0.50241 0.1133
H -0.31164 -1.74503 -0.35878 0.1234
```

No. 13
Molecular formula: C5H8O2
Method: DFT, ωB97M-V/def2-TZVPD

Calculated values
Kohn-Sham gap: 9.735 eV
Total charge: 0
ΔE to the lowest compared entry with this formula, charge and spin: 122.6 kcal per mole

XYZ file:
```
15
Properties=species:S:1:pos:R:3:lowdin_charge:R:1
O 0.40837 -0.78841 2.52457 -0.0455
C -0.47022 -0.75570 1.42520 -0.2148
C -0.20504 0.49293 0.60317 -0.2703
O 1.19811 0.58651 0.27135 -0.0501
C 0.86799 0.64165 -1.12236 -0.3519
C 0.49672 -0.62394 -1.75242 0.0646
C -0.62280 0.51906 -0.87099 -0.1140
H 1.29903 -0.71755 2.14812 0.0922
H -0.35624 -1.64389 0.78494 0.1256
H -1.48969 -0.73537 1.82564 0.1316
H -0.52455 1.39812 1.13198 0.1602
H 1.29831 1.47818 -1.66866 0.1555
H -0.76253 -0.65705 -1.17841 0.1102
H 0.22027 -0.36464 -2.78990 0.0661
H -1.35774 1.17009 -1.33222 0.1406
```

No. 14
Molecular formula: C5H8O2
Method: DFT, ωB97M-V/def2-TZVPD

Calculated values
Kohn-Sham gap: 10.294 eV
Total charge: 0
ΔE to the lowest compared entry with this formula, charge and spin: 59.3 kcal per mole

XYZ file:
```
15
Properties=species:S:1:pos:R:3:lowdin_charge:R:1
C 0.43573 -0.60849 1.67498 -0.0222
C 0.03654 -0.05548 0.33851 -0.3207
C 0.14997 1.41418 -0.02231 -0.1017
O -0.93208 1.33121 -0.97804 -0.0666
C -1.18113 -0.01543 -0.58804 -0.1562
C -0.00180 -0.85255 -0.93761 -0.2619
O 0.82823 -0.60368 -2.02554 0.0132
H -0.00790 -0.05842 2.51153 0.0791
H 0.17880 -1.66684 1.77826 0.0805
H 1.52699 -0.52871 1.76718 0.0882
H 1.09156 1.75366 -0.46655 0.1279
H -0.14282 2.06776 0.80919 0.1310
H -2.22073 -0.32949 -0.52841 0.1501
H -0.16058 -1.91769 -0.76376 0.1571
H 0.39921 0.06996 -2.56937 0.1023
```

No. 15
Molecular formula: C5H8O2
Method: DFT, ωB97M-V/def2-TZVPD

Calculated values
Kohn-Sham gap: 10.937 eV
Total charge: 0
ΔE to the lowest compared entry with this formula, charge and spin: 78.4 kcal per mole

XYZ file:
```
15
Properties=species:S:1:pos:R:3:lowdin_charge:R:1
C -1.02618 0.17532 -0.55856 -0.2876
C -0.33028 0.83617 0.56105 -0.1736
C 1.11082 0.91133 0.13194 -0.0717
C 1.19347 -0.68170 -0.37482 -0.0759
C -0.21568 -0.99588 -0.04832 -0.3702
H -2.22321 -0.64752 0.65034 0.1979
H -0.98823 0.49574 -1.63305 0.1768
H -0.87232 1.59501 1.09501 0.1524
H 1.85401 1.11868 0.91602 0.1096
H 1.25531 1.68483 -0.58210 0.0946
H 1.50598 -0.52033 -1.43761 0.1199
H 1.87621 -1.39055 0.10569 0.1127
H -0.34667 -2.10960 0.04741 0.1731
O -2.41329 0.10165 -0.16885 -0.0883
O -0.37996 -0.57314 1.29586 -0.0696
```

No. 16
Molecular formula: C5H8O2
Method: DFT, ωB97M-V/def2-TZVPD

Calculated values
Kohn-Sham gap: 10.271 eV
Total charge: 0
ΔE to the lowest compared entry with this formula, charge and spin: 28.1 kcal per mole
SMILES: O=C1CC[C@@H]1CO

XYZ file:
```
15
Properties=species:S:1:pos:R:3:lowdin_charge:R:1
O 2.50224 0.17526 0.66089 -0.0531
C 1.49513 -0.61205 0.05000 -0.2305
C 0.10804 -0.22364 0.53396 -0.2178
C -0.56037 1.07641 0.01008 -0.1217
C -1.82787 0.28215 -0.40781 -0.0758
C -1.04785 -0.99638 -0.10450 -0.3709
O -1.20612 -2.15734 -0.37355 0.1123
H 2.85723 0.78420 0.00610 0.0858
H 1.67464 -1.66247 0.30626 0.1277
H 1.53675 -0.53536 -1.04643 0.1322
H 0.07571 -0.29258 1.62862 0.1595
H -0.71673 1.86095 0.75317 0.1068
H -0.03042 1.50444 -0.84725 0.1111
H -2.18133 0.38208 -1.43840 0.1155
H -2.67905 0.41433 0.26887 0.1191
```

No. 17
Molecular formula: C5H8O2
Method: DFT, ωB97M-V/def2-TZVPD

Calculated values
Kohn-Sham gap: 9.197 eV
Total charge: 0
ΔE to the lowest compared entry with this formula, charge and spin: 77.1 kcal per mole

XYZ file:
```
15
Properties=species:S:1:pos:R:3:lowdin_charge:R:1
O 0.27337 1.75110 -1.41230 0.0249
C 0.96774 0.76995 -0.88407 -0.1056
C -0.36001 -1.13898 0.38516 -0.1850
C -1.04270 -1.25839 -1.00504 -0.2551
O -1.53859 -0.40309 -1.69950 0.0308
C -0.08546 0.16233 1.15405 -0.1904
C 1.08153 1.03700 0.58454 -0.2128
H 0.01557 1.45596 -2.29628 0.1010
H 0.57859 -1.70474 0.27580 0.1191
H -1.01823 -1.74880 1.01098 0.1098
H -1.08944 -2.33726 -1.30823 0.1228
H 0.15863 -0.12701 2.18901 0.1098
H -0.98527 0.78376 1.23604 0.1167
H 0.99689 2.10656 0.84193 0.1111
H 2.04738 0.65160 0.92792 0.1029
```